Here is one molecule with the formula C6H13N in a non-equilibrium geometry from OMol25. Energies are from ωB97M-V with the def2-TZVPD basis set.

Structure (XYZ):
```
20
Properties=species:S:1:pos:R:3:forces:R:3:nbo_charge:R:1
C -2.1086 0.8286 -2.0561 -0.30 0.31 -0.42 -0.61
C -1.4766 0.7990 -0.6882 -0.27 0.10 0.26 -0.41
C -0.0964 0.2551 -0.7527 0.17 0.13 -0.94 -0.21
N 0.5256 0.2935 0.5451 -0.20 0.13 0.01 -0.42
C 1.9556 0.1836 0.3994 0.46 0.01 -0.26 -0.27
C 1.1763 -0.9131 0.9940 0.03 -0.38 -0.10 -0.08
C 1.0700 -1.2202 2.4495 -0.03 -0.17 0.35 -0.61
H -2.2168 -0.1503 -2.5395 0.20 -0.02 0.36 0.20
H -1.5075 1.4364 -2.7295 0.01 0.13 -0.14 0.20
H -3.1056 1.2522 -2.0253 -0.20 0.18 -0.02 0.21
H -1.3437 1.7645 -0.2024 -0.58 0.35 -0.24 0.21
H -2.0675 0.1893 -0.0078 -0.09 -0.09 0.15 0.20
H 0.5401 0.8935 -1.4377 -0.86 -0.75 0.36 0.18
H -0.2011 -0.7633 -1.1554 0.62 -0.04 -0.11 0.17
H 2.4906 0.8422 1.0870 0.44 -0.13 -0.76 0.21
H 2.1833 -0.0212 -0.6858 0.83 0.63 1.49 0.20
H 1.1131 -1.7472 0.3050 -0.28 -0.32 0.17 0.18
H 1.8468 -1.8994 2.7959 0.09 -0.12 -0.09 0.21
H 1.1184 -0.3296 3.0787 0.00 0.10 -0.24 0.22
H 0.1040 -1.6934 2.6258 -0.04 -0.05 0.15 0.21
```
Positions in Å, forces in eV/Å.

Properties
SMILES: CCCN1C[C@H]1C
HOMO-LUMO gap: 10.37 eV
E_HOMO: -9.15 eV
Lowest unoccupied orbital energy: 1.224 eV

***

Here is one molecule with the formula C6H13N in a non-equilibrium geometry from OMol25. Energies are from ωB97M-V with the def2-TZVPD basis set.

Structure (XYZ):
```
20
Properties=species:S:1:pos:R:3:forces:R:3:nbo_charge:R:1
C 1.8766 -0.9211 1.1216 0.49 0.13 0.51 -0.62
C 0.9644 0.3215 1.1759 -1.40 -2.12 -0.91 -0.03
C 0.6215 0.7463 -0.3054 -0.22 -0.64 1.50 -0.44
C -0.4850 -0.1203 -0.8546 -0.06 -0.11 0.77 -0.17
C -1.6359 0.2405 -1.4124 0.29 -0.04 0.96 -0.20
C -2.6262 -0.7413 -1.9380 -0.92 -0.23 -0.70 -0.65
N 1.4947 1.3424 2.0281 0.77 0.85 -0.78 -0.85
H 2.7484 -0.7325 0.4894 0.06 0.03 0.10 0.20
H 2.2289 -1.1289 2.1303 0.20 0.06 0.10 0.21
H 1.4310 -1.8647 0.7997 -0.40 0.30 -0.28 0.20
H 0.0004 -0.0822 1.5331 0.10 0.41 0.39 0.16
H 1.5066 0.4515 -0.8690 0.17 1.00 -0.38 0.22
H 0.3421 1.8005 -0.2516 0.27 0.06 -0.73 0.21
H -0.3602 -1.1763 -0.5998 0.30 -0.06 -0.72 0.18
H -1.9623 1.2645 -1.2474 0.20 0.21 -0.85 0.20
H -3.5909 -0.2539 -2.1163 -0.03 -0.18 0.45 0.21
H -2.4126 -1.1463 -2.9313 0.55 0.24 -0.04 0.22
H -2.7578 -1.6424 -1.3307 -0.03 0.30 0.26 0.22
H 1.1748 1.3860 2.9752 -0.32 -0.24 0.17 0.37
H 1.4416 2.2567 1.6031 -0.02 0.03 0.16 0.36
```
Positions in Å, forces in eV/Å.

Properties
SMILES: C/C=C/C[C@@H](C)N
HOMO-LUMO gap: 10.01 eV
E_HOMO: -8.83 eV
Lowest unoccupied orbital energy: 1.181 eV

***

Here is one molecule with the formula C6H13N in a non-equilibrium geometry from OMol25. Energies are from ωB97M-V with the def2-TZVPD basis set.

Structure (XYZ):
```
20
Properties=species:S:1:pos:R:3:forces:R:3:nbo_charge:R:1
C -0.8638 0.2931 2.3119 -0.21 1.75 -0.01 -0.64
C 0.2345 -0.4867 1.5407 -0.90 -2.06 -1.78 -0.44
N 2.2048 -0.2665 -0.8617 1.97 2.81 0.61 -0.79
C 0.9057 0.1949 -0.8320 -3.17 -1.24 -0.74 0.13
C -0.0391 -0.2643 0.0056 -0.07 -0.63 1.81 -0.05
C -1.4481 -0.6780 -0.4594 -0.35 1.22 -1.23 -0.66
C 0.4542 0.7581 -2.1462 0.83 2.96 -0.81 -0.66
H -1.3378 1.0520 1.6426 0.40 -0.66 -0.04 0.21
H -0.4043 1.0706 3.0480 -1.01 -2.11 -0.33 0.23
H -1.7694 -0.3544 2.5787 1.66 0.94 0.52 0.22
H 1.2839 -0.2914 1.7954 -0.44 0.42 0.12 0.21
H 0.1003 -1.6080 1.6934 0.13 1.21 0.29 0.20
H 2.4776 -0.8256 -0.0543 -0.06 0.41 -0.12 0.38
H 2.7136 0.6567 -0.9109 0.67 -1.80 0.05 0.36
H -2.1315 0.1897 -0.4337 0.08 -0.18 -0.18 0.21
H -1.4482 -1.0159 -1.5682 0.04 0.28 1.94 0.22
H -1.9780 -1.4041 0.1901 0.84 0.06 -0.35 0.22
H 0.3421 -0.0757 -2.8126 0.07 -0.01 -0.96 0.22
H -0.4282 1.4275 -2.1678 -0.27 -1.15 0.70 0.22
H 1.1318 1.6279 -2.5595 -0.21 -2.24 0.53 0.21
```
Positions in Å, forces in eV/Å.

Properties
SMILES: CC/C(C)=C(/C)N
HOMO-LUMO gap: 8.52 eV
E_HOMO: -7.54 eV
Lowest unoccupied orbital energy: 0.982 eV

***

Here is one molecule with the formula C6H13N in a non-equilibrium geometry from OMol25. Energies are from ωB97M-V with the def2-TZVPD basis set.

Structure (XYZ):
```
20
Properties=species:S:1:pos:R:3:forces:R:3:nbo_charge:R:1
C -0.0869 0.1161 0.0030 0.05 0.30 -0.19 -0.43
C -0.1663 -0.5694 1.3669 -0.18 -0.59 0.49 -0.44
C -1.5737 -0.6809 1.8939 0.21 0.70 0.12 -0.16
C -2.0551 0.1021 2.8503 0.01 0.40 0.06 -0.40
C 0.8457 -0.5947 -1.0057 0.25 0.10 0.56 -0.21
N 1.7029 0.2751 -1.7748 -0.16 -0.18 -0.52 -0.63
C 0.9959 1.0518 -2.7768 0.24 1.08 -0.41 -0.42
H -1.0730 0.2234 -0.4307 -0.49 -0.42 -0.07 0.21
H 0.1670 1.1789 0.1013 0.51 -0.20 0.21 0.21
H 0.4793 -0.1231 2.1180 -0.03 0.57 0.04 0.21
H 0.2569 -1.5709 1.3183 -0.09 -0.33 -0.40 0.21
H -2.2181 -1.3712 1.3722 -0.21 -0.18 -0.07 0.19
H -3.0860 0.1575 3.1695 -0.15 -0.46 -0.12 0.20
H -1.4349 0.8447 3.3421 0.24 -0.11 -0.06 0.18
H 0.2402 -1.1990 -1.6767 0.00 -0.02 -0.25 0.19
H 1.4956 -1.3104 -0.4978 -0.05 0.05 0.26 0.19
H 2.2713 0.8498 -1.1708 -0.09 0.04 -0.01 0.36
H -0.0837 0.8974 -2.7717 0.01 -0.23 0.06 0.19
H 1.1270 2.1356 -2.6595 -0.01 -0.08 0.33 0.19
H 1.3697 0.8895 -3.7908 -0.07 -0.45 -0.01 0.19
```
Positions in Å, forces in eV/Å.

Properties
SMILES: C=CCCCNC
HOMO-LUMO gap: 9.67 eV
E_HOMO: -8.51 eV
Lowest unoccupied orbital energy: 1.166 eV

***

Here is a 2-piece molecular cluster, C6H13N2 overall in a non-equilibrium geometry from OMol25. Energies are from ωB97M-V with the def2-TZVPD basis set.

Structure (XYZ):
```
21
Properties=species:S:1:pos:R:3:forces:R:3:nbo_charge:R:1
C 2.1607 0.3159 -0.5393 -2.72 3.41 0.24 0.18
C 3.4307 0.0665 -0.6601 0.00 -0.85 1.59 -0.22
C -0.1498 2.0110 -0.1150 3.67 -0.79 -1.67 0.27
C 0.8640 0.7503 -0.3488 -0.25 -0.88 0.17 -0.41
C 4.2334 -0.3341 0.5637 -4.16 1.74 3.03 -0.63
C -2.8067 -1.0883 -0.6201 -1.75 0.57 1.68 -0.41
N -1.3869 1.8147 0.1153 0.88 -1.57 0.22 -0.67
N -2.6576 -0.4239 0.7675 -0.75 1.60 -4.01 -0.79
H 3.9546 0.0787 -1.5647 0.29 0.10 -1.59 0.26
H 0.2010 3.0590 -0.3612 -0.20 -1.28 0.60 0.22
H 0.2452 -0.1484 -0.3576 -0.44 0.18 -0.04 0.21
H 4.2547 0.6098 1.2015 0.34 -1.07 -0.64 0.23
H 5.1798 -0.7267 0.5601 2.22 -0.89 -1.02 0.24
H 3.5815 -1.0196 1.2092 0.98 0.73 -0.92 0.23
H -2.0079 -1.7220 -0.7208 1.73 -1.91 -0.28 0.21
H -3.7747 -1.5818 -0.9179 0.92 0.49 1.01 0.23
H -2.6284 -0.3015 -1.2952 0.01 1.06 -1.02 0.20
H -1.8299 0.6637 0.3996 -0.38 0.68 0.56 0.44
H -1.9316 2.6564 0.1637 -0.48 0.23 0.05 0.41
H -2.4893 -0.9658 1.5508 0.49 -1.73 1.53 0.40
H -3.5242 0.0682 0.9031 -0.38 0.21 0.51 0.39
```
Positions in Å, forces in eV/Å.

Properties
Net charge: +1
HOMO-LUMO gap: 9.12 eV
E_HOMO: -13.07 eV
Lowest unoccupied orbital energy: -3.952 eV

***

Here is a 2-piece molecular cluster, C6H13N2 overall in a non-equilibrium geometry from OMol25. Energies are from ωB97M-V with the def2-TZVPD basis set.

Structure (XYZ):
```
21
Properties=species:S:1:pos:R:3:forces:R:3:nbo_charge:R:1
C 1.6473 1.5552 -0.2739 0.35 -0.75 -0.03 -0.30
C 1.8633 1.0289 1.1676 -3.60 0.43 -1.44 -0.40
C -1.6445 0.3137 0.6460 -1.39 -0.03 3.21 -0.23
C -1.6022 1.1756 -0.5027 1.63 3.89 -1.40 -0.26
C 1.2462 0.3145 -0.0631 0.93 0.47 0.34 0.14
C 0.9740 -2.1417 -0.0159 -0.82 -3.62 3.53 -0.42
N -2.3284 -0.0741 -0.5821 -1.21 -1.55 -1.94 -0.53
N 0.7943 -0.9243 -0.5964 0.18 5.81 -3.15 -0.68
H -2.0700 2.2812 -0.5992 0.61 -3.18 0.41 0.28
H 2.0827 2.3072 -0.9813 -0.76 -0.94 0.86 0.26
H 2.7877 0.6562 1.3468 2.89 -0.73 1.14 0.19
H 1.2746 1.3988 2.0589 0.50 -0.46 -1.22 0.20
H -0.7853 -0.3750 0.9284 -1.48 1.37 -0.14 0.28
H -2.4417 0.7027 1.3687 1.59 -1.22 -0.44 0.25
H -0.6034 1.1083 -0.9673 -1.03 0.21 -0.33 0.27
H -0.0248 -2.7168 -0.0752 1.75 0.18 -0.07 0.18
H 1.8036 -2.6210 -0.5146 0.00 -0.93 0.19 0.22
H 1.2053 -2.1220 1.1242 -0.25 0.34 -1.95 0.23
H -1.8595 -0.7819 -1.1627 -0.07 0.30 0.38 0.45
H -3.3533 -0.1532 -0.6791 0.66 0.40 0.41 0.45
H 1.0341 -0.9324 -1.6271 -0.49 0.01 1.65 0.40
```
Positions in Å, forces in eV/Å.

Properties
Net charge: +1
HOMO-LUMO gap: 8.71 eV
E_HOMO: -11.95 eV
Lowest unoccupied orbital energy: -3.238 eV

***

Here is a 2-piece molecular cluster, C6H13N2 overall in a non-equilibrium geometry from OMol25. Energies are from ωB97M-V with the def2-TZVPD basis set.

Structure (XYZ):
```
21
Properties=species:S:1:pos:R:3:forces:R:3:nbo_charge:R:1
C 1.5374 -1.1363 2.5924 -2.56 1.07 0.33 0.22
C 0.0217 -0.3577 -1.0426 -2.24 2.67 -8.45 0.31
C -0.7124 0.6506 -2.0494 0.45 -0.18 3.00 0.17
C 1.2656 -1.2414 4.0943 2.34 -1.79 -0.92 -0.69
C -2.1454 0.4337 -2.3903 0.72 -3.14 -1.45 -0.65
C -0.1173 2.0773 -1.9435 -2.99 -3.45 -3.54 -0.61
N 0.5853 -0.8118 1.7513 3.15 -0.87 0.56 -0.72
N 0.2103 -0.4329 -2.3143 1.21 -1.59 1.89 -0.43
H 2.6049 -1.1576 2.3726 -0.29 0.01 -0.89 0.19
H 1.2305 -0.2207 4.3878 0.24 0.85 0.85 0.24
H 2.1128 -1.8507 4.6119 -1.61 1.32 -0.71 0.24
H 0.3172 -1.6821 4.2750 -0.84 -0.48 0.28 0.23
H -2.3480 0.6871 -3.4226 -0.08 0.56 -0.19 0.25
H -2.8017 0.8892 -1.7354 -1.22 1.31 1.25 0.25
H -2.4030 -0.6743 -2.3664 0.45 1.19 0.17 0.23
H 0.2866 2.3183 -1.0756 1.82 0.80 4.05 0.23
H -0.9352 2.6910 -2.1827 -0.62 1.37 -0.49 0.24
H 0.5852 1.9853 -2.7006 1.64 1.09 -1.54 0.23
H -0.3179 -0.8305 2.1850 -0.54 -0.02 0.72 0.35
H 0.8028 -0.9776 -2.9817 -0.51 0.72 0.55 0.46
H 0.2206 -0.3589 -0.0652 1.46 -1.44 4.54 0.28
```
Positions in Å, forces in eV/Å.

Properties
Net charge: +1
HOMO-LUMO gap: 9.02 eV
E_HOMO: -13.71 eV
Lowest unoccupied orbital energy: -4.681 eV

***

Here is an isolated ion of composition C6H13N2 and charge +1 in a non-equilibrium geometry from OMol25. Energies are from ωB97M-V with the def2-TZVPD basis set.

Structure (XYZ):
```
21
Properties=species:S:1:pos:R:3:forces:R:3:lowdin_spin:R:1
C -0.8852 0.1453 -0.0684 1.57 -0.01 -0.67 0.15
C 0.4716 0.1317 -0.4549 -2.55 -0.71 -0.58 0.94
C -1.6740 -0.9107 -0.3945 0.59 -1.45 -0.16 0.28
C -1.3361 1.5004 0.3763 0.83 0.17 0.15 0.04
C 2.8711 0.1719 -0.9497 -3.20 3.10 1.13 0.04
C 2.0889 -0.6101 1.2255 -0.96 0.03 -1.83 0.05
N 1.6832 -0.1337 -0.1055 4.88 -0.84 1.42 0.38
N -3.1367 -0.6533 -0.4250 -0.99 0.14 4.82 0.05
H -1.3273 -1.9907 -0.6674 -0.78 2.45 0.34 0.01
H -0.5485 2.0648 0.8688 0.41 -0.51 0.26 0.00
H -2.1376 1.5532 1.0638 -1.48 0.09 0.47 0.01
H -1.4305 2.0814 -0.5117 -0.93 0.61 -0.70 0.00
H 2.5279 1.0829 -1.4734 1.10 -0.33 -0.15 0.01
H 3.7847 0.2631 -0.4226 0.49 0.73 1.18 0.00
H 3.0588 -0.5858 -1.5674 0.34 -3.07 -3.03 0.01
H 2.6187 -1.5164 1.1726 1.57 -0.96 -0.66 0.01
H 2.6225 0.1321 1.7368 0.55 0.99 1.07 0.01
H 1.2490 -1.0052 1.6755 -2.13 0.08 1.67 0.00
H -3.3735 0.1685 0.3421 0.64 -2.20 -2.71 0.01
H -3.7098 -1.4821 -0.0815 0.82 1.10 -0.73 0.00
H -3.4172 -0.4073 -1.3394 -0.76 0.59 -1.28 0.01
```
Positions in Å, forces in eV/Å.

Properties
Net charge: +1
⟨S²⟩: 2.03
HOMO-LUMO gap (spin up / spin down): 5.28 / 9.21 eV
E_HOMO (spin up / spin down): -8.81 / -13.51 eV
Lowest unoccupied orbital energy (spin up / spin down): -3.529 / -4.294 eV
Spin multiplicity: 3

***

Here is an isolated ion of composition C6H13N2O and charge +1 in a non-equilibrium geometry from OMol25. Energies are from ωB97M-V with the def2-TZVPD basis set.

Structure (XYZ):
```
22
Properties=species:S:1:pos:R:3:forces:R:3:nbo_charge:R:1
C 1.4895 0.7483 -0.0890 0.31 0.54 -1.14 0.41
C 2.5134 1.3301 -0.6883 -0.64 2.26 -1.37 -0.51
C -1.1742 0.0098 -0.6425 0.40 0.44 0.40 0.24
C -2.4587 -0.7399 -0.5806 0.03 1.29 -0.62 -0.69
C -1.7782 1.6875 0.9028 -4.07 2.46 1.08 -0.49
C 2.3402 -1.5054 -0.0611 0.56 -1.11 0.84 -0.42
N -0.8588 1.0363 0.0625 -0.83 -0.22 -0.04 0.01
N 1.2674 -0.5677 0.1718 -1.82 0.06 2.88 -0.64
O 0.3747 1.6195 0.1543 0.32 -0.52 -0.30 -0.29
H 2.4279 2.3219 -1.2029 -0.55 -0.72 1.17 0.25
H 3.4536 0.9762 -0.9888 0.96 -1.41 0.37 0.24
H -0.3851 -0.2888 -1.2758 0.42 -0.55 -0.82 0.25
H -3.0659 -0.1642 -1.3470 0.10 -1.09 0.69 0.28
H -2.9476 -0.6715 0.4108 0.28 -0.30 -0.72 0.26
H -2.2238 -1.7575 -0.9210 -0.55 0.31 0.15 0.27
H -1.8638 2.8105 0.8878 0.89 -0.92 -1.14 0.28
H -2.8845 1.4149 0.7519 1.96 -0.10 -0.21 0.25
H -1.6109 1.6025 1.9402 0.75 -0.98 1.26 0.25
H 2.4047 -1.4435 -1.1376 0.91 -0.48 -0.37 0.21
H 3.3260 -1.1885 0.4560 -1.55 -0.73 -0.83 0.22
H 2.0083 -2.5820 0.2245 0.69 2.05 -0.36 0.24
H 0.6423 -0.6789 1.0122 1.43 -0.29 -0.92 0.39
```
Positions in Å, forces in eV/Å.

Properties
Net charge: +1
SMILES: C=C(NC)O/[N+](C)=C/C
HOMO-LUMO gap: 8.43 eV
E_HOMO: -12.56 eV
Lowest unoccupied orbital energy: -4.135 eV

***

Here is a 2-piece molecular cluster, C6H13N2O2 overall in a non-equilibrium geometry from OMol25. Energies are from ωB97M-V with the def2-TZVPD basis set.

Structure (XYZ):
```
23
Properties=species:S:1:pos:R:3:forces:R:3:nbo_charge:R:1
C -0.0917 1.7709 0.7377 -0.68 -3.16 -2.80 -0.25
C 0.3970 1.7466 -0.7512 0.88 0.08 0.24 -0.09
C -0.4099 -0.6873 0.5319 -2.49 1.51 -1.64 -0.12
C 0.2167 -0.7556 -0.8210 -0.11 1.34 1.53 0.32
C -2.0474 -0.3560 0.4400 0.79 -0.94 -0.41 -0.65
C 0.3234 -1.9642 -1.6461 1.22 1.33 -0.26 -0.70
N 3.0151 -0.7115 0.0864 0.22 0.84 2.05 0.27
N 0.2785 0.4436 1.3053 0.76 -1.44 1.34 -0.53
O 3.1018 -0.2598 1.1622 -0.03 -0.95 -2.13 -0.24
O 0.3091 0.4836 -1.5111 -0.71 -0.57 1.58 -0.50
H 0.1561 2.5898 1.2892 1.75 2.09 1.45 0.24
H -1.1457 1.7667 0.8052 -1.21 -0.01 -0.24 0.23
H -0.1542 2.5200 -1.3446 0.67 -0.76 0.51 0.24
H 1.4904 1.9771 -0.6731 -0.83 0.05 -0.52 0.20
H -0.4119 -1.5350 1.1768 0.80 -0.95 0.01 0.24
H -2.4065 0.1602 1.3265 0.02 0.00 0.25 0.21
H -2.6695 -1.3066 0.3531 1.21 1.06 0.05 0.26
H -2.2712 0.2753 -0.4335 0.18 -0.30 0.28 0.23
H -0.3068 -1.7859 -2.4758 -0.65 -0.10 -1.37 0.24
H 0.0560 -2.9185 -1.2317 0.13 -0.15 0.63 0.25
H 1.3683 -1.8910 -1.9894 -0.29 -0.85 -0.32 0.25
H 1.3252 0.1994 1.4441 -1.70 0.86 -0.69 0.45
H -0.1228 0.2383 2.2190 0.04 1.01 0.44 0.43
```
Positions in Å, forces in eV/Å.

Properties
Net charge: +1
HOMO-LUMO gap (spin up / spin down): 6.95 / 8.54 eV
E_HOMO (spin up / spin down): -11.00 / -13.09 eV
Lowest unoccupied orbital energy (spin up / spin down): -4.051 / -4.550 eV

***

Calculated ΔE to the lowest compared entry with this formula, charge and spin (eV), listed in the same order as above: 1.409, 1.097, 2.130, 1.284, 3.963, 5.779, 4.812, 2.598, 4.753, 6.268